{"formula": "C17H29AlBeBr3CaF6NO15P", "method": "the ωB97M-V functional and the def2-TZVPD basis", "e_homo_ev": -9.50, "total_charge": 1, "species": ["C", "C", "O", "O", "C", "N", "C", "C", "C", "O", "O", "H", "H", "H", "H", "H", "H", "H", "H", "H", "H", "C", "C", "C", "O", "C", "O", "O", "H", "H", "H", "H", "H", "H", "Be", "C", "O", "O", "O", "Ca", "C", "O", "O", "O", "C", "C", "C", "O", "H", "H", "H", "H", "H", "H", "H", "H", "Al", "C", "Br", "Br", "Br", "H", "C", "O", "H", "H", "H", "H", "F", "P", "F", "F", "F", "F", "F"], "xyz": [[-1.5536, -2.0832, -4.1546], [-0.2163, -2.7040, -3.3678], [0.9602, -2.1691, -3.7385], [-0.3925, -3.7922, -2.3902], [-0.0122, -3.3843, -1.0277], [-0.4318, -1.9850, -0.6386], [0.7020, -1.1836, -0.0409], [0.8262, 0.2334, -0.9165], [-0.4380, 1.2583, -0.6506], [-0.2513, 2.5854, -0.8829], [-1.7843, 0.8551, -0.2063], [-1.2154, -1.0568, -4.6485], [-2.4782, -1.9540, -3.4490], [-1.8187, -2.9024, -4.9798], [-0.5900, -4.1213, -0.2880], [1.1251, -3.6227, -0.8901], [0.5344, -0.9182, 1.1054], [1.7604, -1.6863, -0.1187], [1.8368, 0.7358, -0.5426], [0.9530, -0.0343, -2.0536], [-1.7560, 0.4763, 0.7289], [4.4113, -3.0849, 2.9041], [3.3124, -2.1966, 3.4523], [2.6416, -2.7593, 4.6688], [1.3423, -2.2015, 4.5921], [1.0999, -1.9637, 3.2689], [0.0089, -1.6732, 2.8085], [2.2412, -2.0969, 2.5278], [4.0047, -4.0287, 2.5243], [4.9042, -2.5956, 2.0574], [5.1653, -3.3031, 3.6660], [3.6980, -1.1870, 3.6377], [3.1381, -2.4529, 5.5944], [2.5535, -3.8510, 4.6560], [5.2118, 0.0405, 3.2011], [-1.8301, -4.2223, 2.2157], [-0.6481, -4.3697, 1.9456], [-2.7304, -4.0265, 1.3912], [-2.3089, -4.2462, 3.3554], [2.3155, -0.3322, 5.0480], [3.5906, 2.5855, 1.1418], [3.3478, 3.7761, 1.2656], [3.9379, 1.8302, 2.0570], [3.5267, 1.9517, 0.0822], [-0.4669, 6.2863, -2.7786], [1.0191, 6.5591, -2.6082], [1.8248, 5.9769, -3.7585], [1.4665, 5.9879, -1.3815], [-0.6683, 5.2093, -2.7953], [-1.0330, 6.7003, -1.9373], [-0.8454, 6.7269, -3.7062], [1.1905, 7.6394, -2.5485], [1.7047, 4.8889, -3.8100], [2.8936, 6.1701, -3.6163], [1.5152, 6.4082, -4.7156], [1.3181, 5.0287, -1.4255], [-2.6147, 5.5216, -3.1897], [4.4082, -6.9437, 5.8230], [6.1074, -6.4713, 5.0022], [4.0651, -5.9004, 7.4286], [2.9359, -6.8289, 4.5568], [4.4829, -7.9914, 6.1324], [-5.4937, 0.3550, -0.1755], [-4.3314, -0.4472, -0.0761], [-6.3753, -0.2854, -0.0959], [-5.5031, 1.0867, 0.6361], [-5.5034, 0.8661, -1.1413], [-3.5662, 0.1481, -0.1502], [-6.3886, 1.6265, -4.0991], [-6.7463, 3.0244, -3.5112], [-7.1110, 2.3068, -2.1773], [-7.2953, 4.4222, -3.9270], [-5.9164, 3.7413, -2.4046], [-8.2135, 2.7818, -3.9771], [-5.5531, 3.2663, -4.4840]], "forces_ev_per_angstrom": [[0.6, -1.1, 0.2], [4.0, 3.4, -2.5], [-6.9, -3.9, 3.3], [0.2, 3.3, -0.4], [0.6, -0.2, 0.6], [3.0, -0.9, 0.2], [0.0, -0.2, -0.6], [-0.4, -0.1, 0.6], [0.5, 6.4, -0.9], [-1.3, -8.6, 1.2], [3.7, 0.4, 0.5], [-0.7, -2.5, 1.1], [1.9, -0.3, -1.2], [0.5, 1.9, 1.7], [1.0, 1.5, -1.3], [-1.9, 0.7, -0.2], [-0.1, -0.3, -2.8], [-2.1, 0.7, 0.1], [-2.2, -0.7, -0.7], [-0.6, 0.6, 2.2], [0.2, 0.4, -1.8], [0.2, 0.3, -0.2], [0.5, -2.3, -0.5], [0.9, -1.8, 0.1], [-1.2, -0.1, 0.4], [-3.5, -0.1, -4.2], [3.0, -0.5, 2.4], [-1.6, 0.4, 1.0], [-0.1, 0.2, 0.3], [0.0, 0.0, 0.1], [-0.1, 0.1, 0.0], [0.6, 0.2, -0.3], [0.1, -0.2, 0.5], [0.2, 0.1, 0.2], [-0.4, 1.7, -0.2], [0.3, -0.1, 0.0], [1.5, -0.2, -0.4], [-1.1, 0.3, -1.0], [-0.5, 0.0, 1.4], [0.9, 2.7, 0.4], [-0.2, 1.1, -1.0], [-0.3, 1.0, 0.1], [1.4, -2.9, 5.0], [-0.7, -0.5, -3.3], [0.3, 0.6, 0.2], [0.9, -0.7, 0.3], [0.1, 0.1, -0.3], [-0.5, 0.2, -0.2], [0.7, -0.4, 0.0], [0.0, 0.1, 0.2], [0.1, 0.2, -0.2], [-0.1, -0.2, 0.2], [-0.1, 0.1, 0.0], [-0.3, 0.1, 0.0], [0.1, -0.1, 0.0], [0.2, 0.2, 0.2], [-2.0, -0.6, -0.2], [0.1, -0.2, 0.0], [-0.5, 0.0, 0.2], [0.1, -0.1, -0.4], [0.3, 0.1, 0.3], [-0.1, 0.5, -0.1], [-0.1, 0.3, -0.3], [0.9, -0.2, 0.3], [0.2, 0.1, 0.0], [-0.3, 0.1, 0.0], [-0.3, 0.1, 0.2], [-0.7, -0.5, -0.3], [-0.5, -5.6, 0.3], [-1.5, -0.6, -0.4], [-3.3, -3.5, 2.8], [1.0, 5.7, 0.1], [4.8, 3.9, 1.6], [-3.8, -3.8, -1.4], [3.8, 4.0, -2.9]]}

{"formula": "C17H29AlClF3O12P", "method": "the ωB97M-V functional and the def2-TZVPD basis", "e_homo_ev": -4.21, "total_charge": -1, "species": ["C", "O", "C", "C", "C", "Al", "C", "C", "O", "C", "C", "F", "F", "F", "P", "O", "Cl", "H", "H", "H", "H", "H", "H", "H", "H", "H", "H", "H", "H", "H", "H", "H", "H", "H", "C", "C", "O", "C", "O", "O", "H", "H", "H", "H", "C", "C", "O", "C", "O", "O", "H", "H", "H", "H", "C", "C", "O", "C", "O", "O", "H", "H", "H", "H"], "xyz": [[1.5448, 3.3807, 4.9505], [1.4699, 4.0586, 3.7143], [2.6093, 3.9635, 2.8679], [2.1764, 3.9361, 1.4020], [2.0667, 2.5553, 0.7094], [2.2173, 0.8365, 1.7540], [3.9983, -0.0822, 1.4170], [4.7700, -0.2789, 2.7036], [4.0785, -1.2641, 3.4970], [4.6100, -1.4642, 4.7606], [4.0324, -0.5494, 5.8285], [4.3111, 0.7463, 5.6356], [4.5593, -0.8908, 7.0325], [2.7083, -0.6607, 5.9377], [0.6067, -0.8092, 1.0306], [0.8689, -1.9034, 2.2570], [-1.2075, 0.1066, 1.7046], [0.7904, 2.5900, 4.9898], [2.5249, 2.9159, 5.1002], [1.3615, 4.0905, 5.7675], [3.1696, 3.0542, 3.1250], [3.2671, 4.8275, 3.0577], [2.8670, 4.5834, 0.8448], [1.2064, 4.4442, 1.3654], [2.8220, 2.5074, -0.0894], [1.1045, 2.5132, 0.1820], [1.9828, 0.9556, 3.3518], [3.8785, -1.0740, 0.9593], [4.6032, 0.5311, 0.7364], [4.8526, 0.6577, 3.2712], [5.7988, -0.6581, 2.5520], [4.3678, -2.4811, 5.0857], [5.7030, -1.3415, 4.7835], [1.2893, -1.4726, 3.0177], [-3.6637, 0.6482, -1.3510], [-4.4640, 1.7741, -0.7167], [-3.4371, 2.6235, -0.1999], [-2.3001, 2.4021, -0.8984], [-1.3110, 3.0531, -0.8262], [-2.4485, 1.3193, -1.6982], [-4.1091, 0.2228, -2.2459], [-3.4281, -0.1425, -0.6381], [-5.0518, 2.3334, -1.4479], [-5.1015, 1.4507, 0.1016], [-0.2040, -1.0483, -4.4763], [-0.4499, -0.6558, -3.0313], [-1.5953, -1.4640, -2.7035], [-1.6360, -2.5148, -3.5331], [-2.3808, -3.4432, -3.4266], [-0.7288, -2.3837, -4.5264], [0.8445, -1.0608, -4.7596], [-0.7708, -0.4337, -5.1778], [0.3722, -0.9336, -2.3713], [-0.7005, 0.3880, -2.8867], [-5.8327, -4.9605, -5.8306], [-4.5030, -4.2624, -5.6071], [-4.7575, -2.9628, -6.1654], [-6.0858, -2.7346, -6.1468], [-6.6039, -1.6905, -6.3852], [-6.7567, -3.8672, -5.8235], [-6.0989, -5.6618, -5.0447], [-5.8905, -5.4551, -6.8023], [-4.2506, -4.1474, -4.5555], [-3.6657, -4.7165, -6.1286]], "forces_ev_per_angstrom": [[0.1, 0.1, 0.1], [-0.1, -0.1, -0.1], [0.1, -0.1, 0.1], [0.0, 0.1, -0.1], [-0.1, 0.0, 0.0], [0.1, 0.4, -0.1], [-0.1, -0.1, 0.2], [0.3, 0.0, 0.0], [-0.1, 0.1, 0.0], [0.1, -0.1, 0.0], [0.0, -0.1, 0.0], [0.1, 0.1, 0.0], [0.1, 0.0, 0.0], [-0.1, -0.1, 0.0], [0.0, -0.2, 0.0], [0.1, 0.1, 0.0], [-0.1, 0.1, -0.1], [0.1, 0.0, 0.0], [-0.1, 0.0, 0.0], [0.0, 0.0, -0.1], [0.0, 0.1, -0.1], [-0.1, 0.0, 0.0], [0.0, -0.1, 0.0], [0.1, 0.0, 0.0], [0.0, -0.1, 0.1], [0.1, 0.0, 0.0], [0.0, -0.2, 0.0], [0.1, 0.1, -0.1], [0.0, -0.1, 0.0], [0.0, -0.1, 0.0], [-0.1, 0.0, 0.0], [0.0, 0.1, 0.0], [-0.1, 0.0, 0.0], [0.0, 0.0, -0.1], [0.0, -0.1, 0.2], [0.0, -0.1, 0.0], [-0.1, 0.1, -0.1], [0.2, -0.1, 0.2], [-0.1, 0.1, -0.1], [0.0, 0.0, -0.1], [0.0, 0.1, 0.0], [0.0, 0.0, 0.0], [0.0, 0.0, 0.0], [0.0, 0.0, 0.0], [0.0, 0.1, 0.0], [0.2, 0.0, 0.0], [0.0, 0.0, 0.0], [0.0, 0.0, 0.0], [0.0, 0.0, 0.0], [0.0, 0.0, 0.0], [0.0, -0.1, 0.0], [0.0, 0.0, 0.0], [-0.1, 0.0, 0.1], [0.0, 0.0, 0.0], [0.1, 0.0, 0.0], [0.0, -0.1, 0.1], [0.0, 0.0, 0.0], [0.0, 0.1, 0.0], [0.0, -0.1, 0.0], [0.0, 0.0, 0.0], [0.0, 0.0, 0.0], [0.0, 0.0, 0.0], [0.0, 0.0, 0.0], [0.0, 0.0, 0.0]]}

{"formula": "C17H29AuCl2N2S", "method": "the ωB97M-V functional and the def2-TZVPD basis", "e_homo_ev": -15.61, "total_charge": 2, "species": ["Au", "Cl", "C", "Cl", "H", "H", "C", "C", "C", "C", "C", "C", "C", "H", "H", "H", "H", "H", "H", "H", "C", "C", "C", "C", "N", "C", "S", "N", "C", "C", "C", "C", "H", "H", "H", "H", "H", "H", "H", "H", "H", "H", "H", "H", "H", "H", "H", "H", "H", "H", "H", "H"], "xyz": [[-1.6617, 0.0551, -1.9968], [0.0756, -2.6527, -2.8500], [1.2520, -1.4550, -3.3305], [0.8213, 0.1981, -2.7032], [1.2871, -1.3635, -4.4088], [2.2172, -1.6901, -2.8988], [-3.7352, 0.2190, -2.3325], [-3.1781, 0.4729, -3.6314], [-2.8931, -0.6131, -4.5161], [-2.3499, -0.3669, -5.7564], [-2.0869, 0.9474, -6.1415], [-2.3380, 2.0292, -5.2914], [-2.8751, 1.8060, -4.0482], [-4.1852, -0.7446, -2.1200], [-4.1119, 1.0475, -1.7430], [-3.1429, -1.6217, -4.2085], [-2.1532, -1.1845, -6.4359], [-1.6821, 1.1409, -7.1272], [-2.1241, 3.0356, -5.6229], [-3.1062, 2.6305, -3.3843], [-0.2658, -3.6304, 2.9451], [0.9067, -3.1234, 3.7804], [1.4075, -1.7245, 3.4259], [1.8689, -1.5487, 1.9790], [0.7262, -1.3545, 1.0572], [0.0679, -0.2554, 0.7366], [-1.6259, -0.4951, 0.2729], [0.5277, 0.9818, 0.7761], [1.9002, 1.4868, 0.9655], [2.1943, 1.9052, 2.4002], [1.3058, 3.0454, 2.8881], [1.6606, 3.4761, 4.3056], [-0.6720, -4.5468, 3.3702], [0.0333, -3.8872, 1.9226], [-1.0813, -2.9027, 2.9048], [1.7386, -3.8280, 3.7030], [0.6167, -3.1151, 4.8318], [2.2582, -1.4841, 4.0674], [0.6371, -0.9762, 3.6424], [2.3982, -2.4342, 1.6257], [2.5490, -0.7124, 1.8899], [0.1764, -2.1904, 0.9119], [-0.1881, 1.6828, 0.6601], [1.9852, 2.3514, 0.3052], [2.5935, 0.7384, 0.5876], [3.2426, 2.2115, 2.4446], [2.0893, 1.0481, 3.0713], [0.2550, 2.7367, 2.8585], [1.4051, 3.8966, 2.2070], [1.5473, 2.6476, 5.0068], [1.0188, 4.2877, 4.6438], [2.6932, 3.8225, 4.3603]], "forces_ev_per_angstrom": [[0.0, 0.0, 0.0], [0.0, 0.0, 0.0], [0.0, 0.1, 0.0], [0.0, 0.0, 0.0], [0.0, 0.0, 0.0], [0.0, 0.0, 0.0], [0.0, 0.0, 0.1], [0.0, 0.0, 0.0], [0.0, 0.0, 0.0], [0.0, 0.0, 0.0], [0.0, 0.0, 0.0], [0.0, 0.0, 0.0], [0.0, 0.0, 0.0], [0.0, 0.0, 0.0], [0.0, 0.0, 0.0], [0.0, 0.0, 0.0], [0.0, 0.0, 0.0], [0.0, 0.0, 0.0], [0.0, 0.0, 0.0], [0.0, 0.0, 0.0], [0.0, 0.0, 0.0], [0.0, 0.0, 0.0], [0.0, 0.0, 0.0], [0.0, 0.0, 0.0], [0.0, 0.0, 0.0], [0.0, 0.0, 0.0], [0.0, 0.0, 0.0], [0.0, 0.0, 0.0], [0.0, 0.0, 0.0], [0.0, 0.0, 0.0], [0.0, 0.0, 0.0], [0.0, 0.0, 0.0], [0.0, 0.0, 0.0], [0.0, 0.0, 0.0], [0.0, 0.0, 0.0], [0.0, 0.0, 0.0], [0.0, 0.0, 0.0], [0.0, 0.0, 0.0], [0.0, 0.0, 0.0], [0.0, 0.0, 0.0], [0.0, 0.0, 0.0], [0.0, 0.0, 0.0], [0.0, 0.0, 0.0], [0.0, 0.0, 0.0], [0.0, 0.0, 0.0], [0.0, 0.0, 0.0], [0.0, 0.0, 0.0], [0.0, 0.0, 0.0], [0.0, 0.0, 0.0], [0.0, 0.0, 0.0], [0.0, 0.0, 0.0], [0.0, 0.0, 0.0]]}

{"formula": "C17H29N3O4P", "method": "the ωB97M-V functional and the def2-TZVPD basis", "e_homo_ev": -11.28, "total_charge": 1, "smiles": "CCOP(=O)(CCCNC1=[NH+][C@@H](COc2ccccc2)CN1)OCC", "species": ["C", "C", "O", "P", "O", "C", "C", "C", "N", "C", "N", "C", "C", "C", "O", "C", "C", "C", "C", "C", "C", "N", "O", "C", "C", "H", "H", "H", "H", "H", "H", "H", "H", "H", "H", "H", "H", "H", "H", "H", "H", "H", "H", "H", "H", "H", "H", "H", "H", "H", "H", "H", "H", "H"], "xyz": [[-2.8480, -0.9219, 2.3675], [-1.2959, -0.5555, 2.2288], [-0.5829, -1.5311, 3.0095], [0.8251, -0.9540, 3.6865], [0.7474, 0.4409, 4.2142], [2.3074, -1.2251, 2.5655], [2.7843, 0.0827, 1.8244], [1.5696, 0.6881, 1.0427], [1.9368, 1.6364, -0.0370], [1.0526, 2.5104, -0.4382], [-0.2988, 2.7063, 0.0041], [-1.0298, 2.6623, -1.3212], [0.0189, 3.2007, -2.3805], [0.3595, 1.9566, -3.3076], [-0.2591, 2.0215, -4.5890], [-0.4178, 0.7203, -5.1123], [0.6037, -0.3331, -4.9284], [0.4116, -1.6811, -5.4358], [-0.7980, -2.0504, -6.1570], [-1.8120, -1.0205, -6.3945], [-1.6088, 0.3356, -5.8694], [1.1552, 3.5031, -1.4725], [1.1238, -1.9519, 4.9925], [0.0155, -1.8901, 5.9294], [-0.9139, -3.1673, 5.9138], [-2.8879, -2.0164, 2.6340], [-3.3500, -0.2938, 3.1432], [-3.3366, -0.8220, 1.3667], [-1.0674, -0.5766, 1.1310], [-1.1997, 0.4983, 2.5961], [2.0614, -2.0128, 1.8012], [3.1388, -1.6217, 3.2158], [3.2806, 0.8125, 2.5169], [3.5859, -0.2260, 1.0887], [0.8522, 1.1281, 1.7863], [1.0233, -0.1681, 0.5548], [2.8445, 1.6511, -0.5108], [-0.6868, 1.9618, 0.5886], [-1.5240, 1.6756, -1.5066], [-1.9238, 3.3267, -1.1334], [-0.4929, 4.0477, -2.9000], [1.4842, 1.9065, -3.4442], [0.0786, 1.0337, -2.7199], [1.5466, -0.1091, -4.3682], [1.2141, -2.4261, -5.2267], [-0.8965, -3.1089, -6.4994], [-2.7066, -1.3279, -6.9771], [-2.4348, 1.0591, -6.0907], [2.0792, 3.5782, -1.9021], [0.4724, -1.8149, 6.9557], [-0.6320, -0.9861, 5.8151], [-0.9745, -3.6382, 6.9339], [-1.9666, -2.8171, 5.6985], [-0.6279, -3.8967, 5.1173]], "forces_ev_per_angstrom": [[1.0, -0.5, -0.3], [-2.8, 0.4, -0.3], [2.1, 1.4, 0.1], [0.7, -0.3, 2.6], [-0.2, -0.8, -1.6], [-0.1, -0.2, -0.1], [0.2, -0.2, -0.4], [0.1, -1.4, 0.7], [-0.6, 1.1, 0.4], [-2.5, 2.7, -0.9], [1.9, -2.7, -1.2], [-2.1, 1.8, 1.0], [-1.7, -1.5, 0.2], [1.3, 0.6, 0.4], [-0.4, -1.6, 0.6], [-0.2, -3.1, -1.3], [-1.4, 0.1, -0.5], [-1.3, 1.4, -0.1], [0.5, 2.0, 0.8], [2.5, -0.1, 1.3], [0.4, -0.8, -0.1], [1.0, -2.2, 0.6], [-1.3, 0.9, -2.5], [-0.7, -0.7, 1.9], [-0.7, 0.7, 0.0], [-0.1, 1.2, -0.1], [0.4, -0.7, -0.7], [0.2, 0.1, 0.9], [0.3, -0.4, 1.0], [0.5, -1.0, 0.0], [0.2, 0.6, 0.8], [-0.9, 0.4, -0.6], [-0.8, -0.6, -0.5], [-0.8, 0.2, 0.7], [0.9, 0.1, -0.8], [0.6, 0.8, 0.3], [-0.3, -0.3, 0.6], [0.5, 0.3, 0.1], [1.1, 0.5, -0.1], [1.1, -0.3, -0.7], [1.3, -0.5, 0.2], [-1.0, 0.2, 0.1], [0.1, 0.7, -0.9], [-1.0, -0.2, -0.7], [-0.8, 0.7, -0.3], [-0.1, 1.2, 0.2], [0.7, 0.7, 0.6], [1.1, -0.5, 0.4], [-0.4, 0.0, -0.1], [-0.2, 0.0, -1.2], [0.9, -0.5, -0.2], [0.4, 0.3, -1.2], [1.1, -0.5, 0.1], [-0.1, 0.5, 0.8]]}

Computed E_tot, in the same sequence as the records: -11444.88234 -2911.76139 -2228.37890 -1471.49126 Eh.
Computed frontier orbital gap, in the same sequence as the records: 0.0773 0.2332 0.2660 0.2988 Ha.
Computed molar mass, in the same sequence as the records: 948.157 575.810 561.373 370.410 g/mol.